Record 1
40
Properties=species:S:1:pos:R:3:forces:R:3:lowdin_charge:R:1 method="wB97M-V/def2-TZVPD" total_charge=+2 homo_ev="-14.59 / -14.65" relative_energy_kj_mol=6.74 multiplicity=3 gap_ev="4.75 / 5.08"
I 1.555483 -4.193001 -2.557993 -0.5 -0.4 0.1 0.2304
I -1.060094 -4.116057 -1.847067 0.8 0.7 0.0 0.2480
V 0.074766 -0.498139 -1.370290 7.2 -0.3 3.0 0.5469
P -0.354652 0.300527 -3.532883 0.0 0.8 -1.4 0.7679
C -1.976472 0.524627 -4.276842 -0.4 -0.2 0.3 -0.2041
C 0.552460 1.872171 -3.684308 0.0 0.0 0.5 -0.1889
H 1.555806 -1.105566 -3.983783 -0.3 0.1 -0.3 0.0163
H 0.604079 -0.737030 -5.480640 -0.1 -0.1 0.3 0.0897
H 0.026758 -1.957289 -4.267009 0.1 0.3 -0.3 0.0130
C 0.546179 -0.997386 -4.412952 0.2 -0.3 0.1 -0.2510
H 1.535827 1.771488 -3.189753 -0.4 0.1 -0.3 0.0631
H 0.675123 2.126050 -4.750848 0.0 -0.1 0.4 0.0870
H -1.894638 0.793203 -5.335385 0.1 0.0 0.2 0.0866
H -2.516904 1.313942 -3.742103 0.1 -0.1 -0.1 0.0759
H -0.030159 2.659124 -3.171367 0.3 -0.3 -0.3 0.0781
H -2.552550 -0.401801 -4.181571 0.1 0.1 -0.1 0.0687
C -1.756886 -0.517193 -1.282016 -11.9 1.2 -1.2 -0.2258
O -2.932047 -0.392388 -1.429099 6.7 -0.9 1.2 0.1606
Cl 2.367046 -0.870156 -1.292907 -1.9 0.5 -0.1 0.0420
C 2.498398 1.211214 2.082836 0.8 0.2 0.0 -0.0268
N 1.370170 0.582353 2.727334 -1.1 0.6 -1.0 -0.0689
C 1.480373 0.375711 4.178314 0.5 0.0 -0.2 -0.1322
C 0.142130 0.039774 4.770611 0.0 -0.1 0.9 -0.1547
C -0.600282 -0.881528 3.841596 0.7 0.1 -0.5 -0.1240
N -0.843311 -0.103502 2.620929 -0.2 0.2 -0.6 -0.0881
C -2.145864 -0.203567 1.988935 -0.2 0.6 -0.7 -0.0370
C 0.207708 0.542164 2.025050 -0.1 -1.4 1.4 -0.4375
O 0.133923 1.003987 0.842845 -0.5 -0.9 -1.8 -0.0505
H 2.333217 1.358008 1.016290 -0.1 -0.1 0.2 0.0658
H 3.366659 0.559618 2.210508 0.1 0.2 0.1 0.1061
H 2.681640 2.193048 2.537302 0.1 -0.2 -0.1 0.1111
H 2.214776 -0.445144 4.309935 -0.3 0.5 0.1 0.1459
H 1.866484 1.297860 4.649044 0.1 -0.4 -0.3 0.1430
H -0.430712 0.954277 4.955956 -0.1 -0.2 -0.1 0.1352
H 0.295049 -0.438697 5.734999 0.0 0.0 0.1 0.1306
H -1.540486 -1.228309 4.273612 0.1 0.0 -0.3 0.1351
H 0.068853 -1.731272 3.564408 -0.6 0.2 0.4 0.1488
H -2.272104 -1.151124 1.425245 0.1 0.3 0.2 0.0880
H -2.954182 -0.172070 2.735775 0.4 0.0 -0.2 0.1098
H -2.291562 0.662070 1.297292 0.1 -0.7 0.6 0.0961



Record 2
44
Properties=species:S:1:pos:R:3:forces:R:3:lowdin_charge:R:1 method="wB97M-V/def2-TZVPD" total_charge=+3 homo_ev="-18.14 / -19.31" relative_energy_kj_mol=341.41 multiplicity=5 gap_ev="5.44 / 2.58"
C -2.740355 3.557992 -0.098294 -1.5 0.4 -0.1 -0.0524
C -2.426494 2.130662 -0.127451 1.0 -0.8 -0.1 -0.3624
H -3.844304 3.695127 -0.204737 0.7 0.2 0.1 0.1407
H -2.210448 4.062725 -0.911180 -0.1 0.0 0.0 0.0910
H -2.398616 3.985339 0.848751 -0.1 0.0 0.0 0.0908
O -2.950010 1.075074 -0.218521 -0.9 0.5 0.0 0.1020
I 0.694730 3.075548 0.262819 0.9 0.4 0.1 1.1543
Pd -0.282385 0.723657 -0.108073 -0.4 0.0 0.3 0.3204
P -0.384244 0.171028 2.153680 -0.3 -0.6 4.2 0.8222
C -0.697680 -1.536563 2.581248 -0.1 -0.8 -1.0 -0.1868
C 1.150784 0.516911 3.062152 0.6 0.1 -0.7 -0.1949
H 0.981401 0.747330 4.130968 -0.3 0.0 -0.5 0.1065
H -1.808944 0.895170 4.081648 0.6 -0.3 -0.5 0.1083
H 1.705599 1.329247 2.572887 0.1 -0.1 0.4 0.0228
H -1.569901 2.203854 2.917089 0.0 -0.3 0.0 0.0569
H 0.105366 -2.139733 2.152859 0.0 -0.1 0.1 0.0381
H 1.761525 -0.393558 2.997708 0.0 0.3 -0.1 0.0705
C -1.722542 1.113834 2.997078 -0.5 0.8 -0.7 -0.1832
H -0.714030 -1.708224 3.666168 0.0 0.5 -0.1 0.1159
H -2.700943 0.878908 2.557105 0.2 0.0 0.0 0.0680
H -1.631170 -1.899470 2.144908 0.0 0.0 0.2 0.0776
P 0.370406 0.464474 -2.300102 1.6 -1.0 -3.6 0.8320
C 0.069055 -1.104728 -3.118041 -1.1 -0.3 0.7 -0.1956
C -0.558691 1.717747 -3.271035 -0.4 0.7 0.6 -0.1835
H 2.651271 0.568534 -1.434908 0.0 -0.1 -0.4 0.0464
H 2.594470 1.244687 -3.085246 -0.3 -0.1 0.1 0.0924
H 2.515032 -0.542488 -2.818688 -0.3 0.4 0.2 0.0687
C 2.203892 0.444179 -2.436119 0.3 1.0 0.7 -0.1806
H -0.384444 2.739329 -2.898411 0.1 -0.2 -0.2 0.0411
H -0.346200 1.721028 -4.360059 0.4 -0.4 0.5 0.1098
H 0.487328 -1.091620 -4.129695 0.1 0.3 0.1 0.1155
H -0.993923 -1.310852 -3.164471 -0.3 -0.1 -0.2 0.0767
H -1.634537 1.516787 -3.158631 0.2 -0.1 0.0 0.0723
H 0.551331 -1.896705 -2.542531 0.0 0.0 -0.3 0.0328
C -1.168309 -1.098107 -0.346982 -3.2 -2.2 -0.4 -0.2151
O -2.161841 -1.678053 -0.445229 3.3 1.7 0.2 0.2236
F 2.370817 -4.847469 0.064621 0.4 2.1 1.3 0.1583
C 2.608127 -3.689522 0.742394 1.0 -1.9 0.8 -0.4799
F 2.042603 -3.762182 2.009894 1.0 0.4 -2.4 0.1122
F 3.967595 -3.468108 0.842841 -3.2 -0.2 -0.2 0.1497
S 1.763555 -2.286893 -0.270852 0.3 -1.1 0.3 0.6103
O 2.374370 -2.398501 -1.580683 -0.5 0.3 0.9 -0.2414
O 0.292617 -2.658108 -0.260310 1.5 1.1 0.2 -0.3102
O 2.068138 -1.068286 0.503430 -0.9 -0.3 -0.6 -0.3418



Record 3
37
Properties=species:S:1:pos:R:3:forces:R:3:lowdin_charge:R:1 method="wB97M-V/def2-TZVPD" total_charge=+1 homo_ev=-13.23 relative_energy_kj_mol=36.14 gap_ev=9.96
C -4.194944 0.320575 -1.172194 0.5 0.0 -0.3 -0.0904
C -2.836132 0.025184 -1.796428 -0.3 0.1 0.2 -0.2536
C -1.752997 0.102950 -0.739928 0.0 -0.6 -0.4 -0.2224
C -0.375818 -0.165280 -1.314171 0.1 0.9 0.6 -0.0961
C 0.825810 0.264506 -0.423584 -1.1 -1.3 -1.9 -0.4149
C 1.974941 -0.742998 -0.663631 0.4 0.7 1.0 -0.0839
C 2.073955 -1.934362 0.283487 -0.3 0.0 -0.8 -0.1418
C 0.912946 -2.907542 0.295315 0.1 0.0 1.0 -0.2227
F 1.128258 -3.939762 -0.575037 0.0 -0.1 -0.6 -0.0100
N 0.396293 0.339322 0.993542 0.3 -0.6 -0.2 0.1975
C 1.303406 0.865410 1.793879 0.0 -0.5 0.2 -0.4297
N 1.528467 0.419758 3.014506 0.2 0.0 0.8 0.2451
N 2.032335 1.878283 1.326443 -0.4 0.9 0.0 0.1318
C 1.481454 2.477430 0.085562 -0.4 0.2 0.1 -0.6056
S 0.068203 3.596730 0.443805 0.1 0.4 -0.1 0.8485
O 1.258300 1.529603 -0.890062 0.0 0.0 0.7 -0.0349
H -4.543461 -0.563106 -0.665073 -0.4 -0.2 0.3 0.0741
H -4.922701 0.646123 -1.899014 -0.3 -0.1 -0.2 0.0749
H -4.075993 1.125967 -0.463121 -0.1 0.3 0.4 0.0672
H -2.629840 0.723459 -2.596050 0.2 0.3 -0.2 0.1131
H -2.825074 -0.963668 -2.230748 -0.1 -0.4 -0.3 0.1131
H -1.835791 1.070298 -0.264896 0.2 0.3 0.3 0.0879
H -1.977619 -0.674819 -0.013764 -0.1 0.0 0.5 0.1144
H -0.280346 0.424515 -2.215979 0.3 0.1 -0.4 0.1370
H -0.267222 -1.199236 -1.599842 -0.1 -0.3 -0.1 0.1150
H 1.930703 -1.043431 -1.696096 -0.1 -0.2 -0.4 0.1338
H 2.900891 -0.187242 -0.566112 0.3 0.2 0.0 0.1263
H 2.934618 -2.505272 -0.033479 0.3 -0.3 0.0 0.1295
H 2.308888 -1.620887 1.286882 0.0 0.2 0.5 0.0959
H 0.834941 -3.338644 1.290342 0.0 -0.2 0.2 0.1218
H -0.052623 -2.458751 0.078414 -0.2 0.1 -0.2 0.1014
H 0.026722 -0.539228 1.332438 -0.3 0.0 -0.2 0.1573
H 0.884399 -0.155106 3.533509 0.0 -0.2 -0.2 0.1459
H 2.420113 0.628889 3.437744 -0.2 0.2 0.2 0.1477
H 2.009785 2.590208 2.055619 0.8 0.2 -0.2 0.1544
H 2.216975 3.158571 -0.301834 0.3 0.3 -0.1 0.1172
H -0.881842 2.751548 0.869552 0.2 -0.3 0.0 -0.1450



What did the second record say?
44
Properties=species:S:1:pos:R:3:forces:R:3:lowdin_charge:R:1 method="wB97M-V/def2-TZVPD" total_charge=+3 homo_ev="-18.14 / -19.31" relative_energy_kj_mol=341.41 multiplicity=5 gap_ev="5.44 / 2.58"
C -2.740355 3.557992 -0.098294 -1.5 0.4 -0.1 -0.0524
C -2.426494 2.130662 -0.127451 1.0 -0.8 -0.1 -0.3624
H -3.844304 3.695127 -0.204737 0.7 0.2 0.1 0.1407
H -2.210448 4.062725 -0.911180 -0.1 0.0 0.0 0.0910
H -2.398616 3.985339 0.848751 -0.1 0.0 0.0 0.0908
O -2.950010 1.075074 -0.218521 -0.9 0.5 0.0 0.1020
I 0.694730 3.075548 0.262819 0.9 0.4 0.1 1.1543
Pd -0.282385 0.723657 -0.108073 -0.4 0.0 0.3 0.3204
P -0.384244 0.171028 2.153680 -0.3 -0.6 4.2 0.8222
C -0.697680 -1.536563 2.581248 -0.1 -0.8 -1.0 -0.1868
C 1.150784 0.516911 3.062152 0.6 0.1 -0.7 -0.1949
H 0.981401 0.747330 4.130968 -0.3 0.0 -0.5 0.1065
H -1.808944 0.895170 4.081648 0.6 -0.3 -0.5 0.1083
H 1.705599 1.329247 2.572887 0.1 -0.1 0.4 0.0228
H -1.569901 2.203854 2.917089 0.0 -0.3 0.0 0.0569
H 0.105366 -2.139733 2.152859 0.0 -0.1 0.1 0.0381
H 1.761525 -0.393558 2.997708 0.0 0.3 -0.1 0.0705
C -1.722542 1.113834 2.997078 -0.5 0.8 -0.7 -0.1832
H -0.714030 -1.708224 3.666168 0.0 0.5 -0.1 0.1159
H -2.700943 0.878908 2.557105 0.2 0.0 0.0 0.0680
H -1.631170 -1.899470 2.144908 0.0 0.0 0.2 0.0776
P 0.370406 0.464474 -2.300102 1.6 -1.0 -3.6 0.8320
C 0.069055 -1.104728 -3.118041 -1.1 -0.3 0.7 -0.1956
C -0.558691 1.717747 -3.271035 -0.4 0.7 0.6 -0.1835
H 2.651271 0.568534 -1.434908 0.0 -0.1 -0.4 0.0464
H 2.594470 1.244687 -3.085246 -0.3 -0.1 0.1 0.0924
H 2.515032 -0.542488 -2.818688 -0.3 0.4 0.2 0.0687
C 2.203892 0.444179 -2.436119 0.3 1.0 0.7 -0.1806
H -0.384444 2.739329 -2.898411 0.1 -0.2 -0.2 0.0411
H -0.346200 1.721028 -4.360059 0.4 -0.4 0.5 0.1098
H 0.487328 -1.091620 -4.129695 0.1 0.3 0.1 0.1155
H -0.993923 -1.310852 -3.164471 -0.3 -0.1 -0.2 0.0767
H -1.634537 1.516787 -3.158631 0.2 -0.1 0.0 0.0723
H 0.551331 -1.896705 -2.542531 0.0 0.0 -0.3 0.0328
C -1.168309 -1.098107 -0.346982 -3.2 -2.2 -0.4 -0.2151
O -2.161841 -1.678053 -0.445229 3.3 1.7 0.2 0.2236
F 2.370817 -4.847469 0.064621 0.4 2.1 1.3 0.1583
C 2.608127 -3.689522 0.742394 1.0 -1.9 0.8 -0.4799
F 2.042603 -3.762182 2.009894 1.0 0.4 -2.4 0.1122
F 3.967595 -3.468108 0.842841 -3.2 -0.2 -0.2 0.1497
S 1.763555 -2.286893 -0.270852 0.3 -1.1 0.3 0.6103
O 2.374370 -2.398501 -1.580683 -0.5 0.3 0.9 -0.2414
O 0.292617 -2.658108 -0.260310 1.5 1.1 0.2 -0.3102
O 2.068138 -1.068286 0.503430 -0.9 -0.3 -0.6 -0.3418